# C37H74BClN4O8P

3 unconnected molecules or ions with the total composition C37H74BClN4O8P (ωB97M-V/def2-TZVPD, the Open Molecules 2025 dataset).

The geometry in XYZ format:
```
126
Properties=species:S:1:pos:R:3:mulliken_charge:R:1
C 3.4813 -0.1059 -4.6866 0.841
C 3.1707 -0.2846 -3.5235 -2.302
C 2.7077 -0.4878 -2.0140 0.047
C 2.4440 0.8494 -1.2318 -1.162
C 2.8251 2.1941 -2.0414 -0.988
C 4.4332 2.3248 -2.0142 -0.807
P 5.1251 3.1551 -3.5358 0.792
O 4.0042 3.7942 -4.3075 -0.713
O 6.3408 4.2363 -3.0843 -0.389
C 5.9234 5.6151 -3.2671 -0.281
C 4.9386 6.0067 -2.0694 -0.765
O 5.9261 1.9417 -4.3925 -0.403
C 5.8053 2.1591 -5.8276 -0.174
C 6.5093 0.9516 -6.6081 -1.220
N 1.1220 1.0440 -0.5404 1.497
C 1.3780 1.1993 0.9272 0.177
C 1.9630 2.6707 1.1930 0.322
C 3.4515 2.9400 1.6759 -1.284
N 1.1832 3.6841 1.0179 -0.525
C -0.0073 0.1248 -0.9360 -1.680
C -0.6894 0.7289 -2.2789 -1.180
C -0.0496 0.4020 -3.6611 0.266
O -1.0695 0.7744 -4.6616 -0.410
C -0.4403 1.1584 -5.8709 0.756
C -0.3441 2.7203 -6.1466 -0.807
O -0.0548 0.3033 -6.6345 -0.504
N -1.1679 0.1253 -0.0319 1.029
C -1.8447 1.4211 0.1954 -0.933
C -1.2519 -0.8092 1.0404 -0.131
C -2.6817 -1.4982 1.2674 -0.864
O -0.3964 -1.1315 1.8603 -0.497
C 0.4977 -1.3997 -1.1505 -0.704
C -0.6782 -2.2723 -1.8137 -1.816
C -0.8961 -3.7249 -1.2440 0.713
C -2.3847 -4.1886 -1.6538 -1.286
Cl -0.6359 -4.0248 0.5124 -0.156
N 1.6687 -1.5411 -2.0561 1.291
B 2.3993 -2.8470 -1.9113 0.434
O 2.6618 -3.5623 -3.1261 -0.603
O 2.8390 -3.4210 -0.7045 -0.584
H 3.8590 -0.0853 -5.7415 0.511
H 3.6401 -0.9816 -1.5608 0.830
H 3.2413 0.8768 -0.4159 0.485
H 2.4666 3.1264 -1.4980 0.482
H 2.3956 2.2351 -3.0759 0.386
H 4.9080 1.2956 -1.8935 0.511
H 4.7095 2.9565 -1.1080 0.263
H 6.8408 6.2784 -3.1414 0.347
H 5.5021 5.8435 -4.2857 0.271
H 5.3502 5.5019 -1.1357 0.141
H 4.9077 7.1194 -1.8785 0.430
H 3.9190 5.6033 -2.3403 0.171
H 4.7086 2.1320 -6.0808 0.240
H 6.3393 3.0980 -6.1470 0.379
H 5.9612 0.8626 -7.5980 0.333
H 6.4116 -0.0358 -6.0673 0.292
H 7.5923 1.1964 -6.7976 0.357
H 0.8042 1.9937 -0.8321 1.036
H 0.4692 1.1902 1.5892 0.164
H 2.0611 0.3993 1.3601 0.258
H 3.4158 3.2282 2.7704 0.384
H 4.1325 2.0615 1.4731 0.303
H 3.8197 3.8658 1.1282 0.298
H 1.7157 4.5467 1.2310 0.379
H -1.7711 0.3781 -2.3340 0.288
H -0.7727 1.8691 -2.2405 0.391
H 0.8590 1.0203 -3.9590 -0.292
H 0.2011 -0.6667 -3.8959 -0.059
H 0.7459 2.9657 -6.2816 0.199
H -0.9747 2.9724 -7.0473 0.355
H -0.8144 3.2583 -5.2642 0.271
H -1.2274 2.3388 -0.0710 0.260
H -2.8173 1.4362 -0.3998 0.331
H -2.1553 1.5045 1.2838 0.438
H -3.3992 -0.7094 1.6689 0.365
H -2.6147 -2.3978 1.9364 0.346
H -3.0980 -1.7865 0.2460 0.033
H 0.8673 -1.8555 -0.1682 1.228
H -1.6740 -1.7228 -1.7289 0.114
H -0.5235 -2.3916 -2.9366 0.445
H -0.2135 -4.4311 -1.8226 0.304
H -3.0962 -3.3165 -1.7578 0.309
H -2.3844 -4.7487 -2.6351 0.358
H -2.8227 -4.8725 -0.8663 0.349
H 2.1247 -4.3785 -3.0915 0.331
H 2.7866 -2.8031 0.0497 0.260
C -1.7028 -1.8307 7.7856 -1.313
C -0.8800 -1.9710 6.5112 -0.028
C 0.6217 -1.7896 6.7423 -0.691
C 1.0359 -0.4095 7.2607 -0.850
C 0.6237 0.7664 6.3760 -0.567
C 1.2540 0.7231 4.9896 -0.697
H -1.6106 -0.8333 8.2202 0.295
H -2.7608 -1.9971 7.5708 0.379
H -1.3915 -2.5643 8.5330 0.309
H -1.2407 -1.2616 5.7590 0.047
H -1.0477 -2.9698 6.0957 0.367
H 1.1494 -2.0028 5.8063 0.287
H 0.9645 -2.5447 7.4578 0.404
H 2.1256 -0.3988 7.3806 0.363
H 0.6260 -0.2532 8.2639 0.335
H 0.9260 1.6959 6.8675 0.396
H -0.4655 0.8112 6.2805 0.275
H 2.3460 0.7293 5.0590 0.326
H 0.9497 1.6010 4.4106 0.287
H 0.9483 -0.1660 4.4323 0.117
C -5.3008 -3.3560 3.3450 -1.192
C -5.9305 -3.3108 1.9592 -0.177
C -6.5782 -1.9616 1.6386 -0.190
C -7.7426 -1.5675 2.5510 -0.877
C -8.9007 -2.5644 2.5937 -0.425
C -9.5810 -2.7534 1.2430 -1.173
H -6.0429 -3.2135 4.1327 0.382
H -4.8294 -4.3275 3.5114 0.363
H -4.5324 -2.5855 3.4494 0.201
H -6.6598 -4.1200 1.8588 0.393
H -5.1506 -3.5068 1.2146 0.125
H -6.9172 -1.9736 0.5972 0.387
H -5.8134 -1.1779 1.6958 -0.023
H -8.1244 -0.5940 2.2219 0.409
H -7.3759 -1.4125 3.5716 0.328
H -9.6441 -2.2042 3.3106 0.382
H -8.5583 -3.5338 2.9688 0.221
H -9.9768 -1.8043 0.8714 0.291
H -10.4170 -3.4502 1.3367 0.383
H -8.8943 -3.1569 0.4956 0.275
```

charge	+1
E_LUMO	-2.5123	eV
energy	-84389.9523	eV
E_HOMO	-12.03	eV

=====

# C37H76IN7O4

4 unconnected molecules or ions with the total composition C37H76IN7O4 (ωB97M-V/def2-TZVPD, the Open Molecules 2025 dataset).

The geometry in XYZ format:
```
125
Properties=species:S:1:pos:R:3:mulliken_spin:R:1
C -0.2715 0.6226 2.4823 0.000
C -0.3402 0.9739 1.0131 0.002
C -0.7677 -0.1329 -0.1647 0.001
N -0.2692 -1.4728 0.3288 0.000
C -0.0499 -2.4706 -0.7864 0.000
N 1.3762 -2.7798 -1.1880 0.000
C 1.9183 -4.0152 -0.4950 0.003
C 1.7745 -4.0037 1.1385 -0.001
O 2.6771 -3.0742 1.8369 -0.001
C 2.1910 -5.5377 1.6580 0.001
N 2.2264 -5.6009 3.1721 0.000
N -1.0860 -3.0964 -1.4340 0.000
C -2.5532 -2.8500 -1.1620 0.000
C -3.0418 -3.1655 0.3705 -0.003
C -4.6197 -3.7057 0.4666 0.008
I -4.5068 -5.8390 0.9638 0.001
H -0.6921 -0.4091 2.8830 0.000
H 0.2629 1.3395 3.2583 0.000
H -0.0770 2.0694 0.6225 0.004
H -1.9589 -0.1815 -0.1049 0.000
H -0.3734 0.1821 -1.2262 0.000
H 0.6886 -1.3640 0.7761 0.000
H 1.4322 -3.0056 -2.2210 0.000
H 1.4631 -5.0226 -0.9238 0.000
H 3.0875 -4.0457 -0.7245 -0.001
H 0.6917 -3.8222 1.5433 0.000
H 2.8475 -2.2596 1.2773 0.000
H 3.2351 -5.8877 1.2616 0.000
H 1.3160 -6.2313 1.2968 0.000
H 1.4632 -5.0458 3.6194 0.000
H 3.1758 -5.2864 3.5241 0.000
H -0.8205 -3.7981 -2.1845 0.000
H -3.1498 -3.6091 -1.8646 0.000
H -2.8487 -1.7767 -1.5421 0.000
H -3.0570 -2.1139 0.9355 0.003
H -2.3117 -3.9110 0.9304 0.000
H -5.2182 -3.0801 1.2880 -0.006
H -5.1549 -3.4888 -0.5526 0.001
C 7.3340 -3.4980 1.7512 0.015
C 6.8328 -3.4648 0.2760 0.026
C 7.7859 -3.9658 -0.8541 0.026
C 8.9606 -3.0658 -1.1869 -0.020
C 8.4779 -1.6536 -1.4689 0.023
C 7.6210 -1.1199 -0.2876 0.030
N 6.4531 -2.0323 0.0537 0.302
O 5.5100 -1.9841 -0.9802 0.617
C 8.5888 -0.9440 0.9227 0.011
C 7.1839 0.3296 -0.6021 -0.012
C 5.7487 -4.5889 0.2864 -0.025
H 7.1555 -2.5509 2.2697 -0.008
H 6.7717 -4.1999 2.3805 -0.001
H 8.3977 -3.7556 1.8324 0.001
H 7.1996 -4.0534 -1.7795 0.001
H 8.1449 -4.9838 -0.6425 0.002
H 9.6838 -3.0997 -0.3667 0.001
H 9.4802 -3.4645 -2.0691 0.002
H 9.3396 -1.0142 -1.6596 0.002
H 7.8805 -1.6566 -2.3963 0.001
H 8.0720 -0.5268 1.7919 -0.003
H 9.4157 -0.2644 0.6727 0.000
H 9.0840 -1.8597 1.2356 0.001
H 6.5613 0.4092 -1.5031 0.000
H 8.0581 0.9653 -0.7872 0.000
H 6.6280 0.7715 0.2297 0.000
H 4.9220 -4.3805 0.9689 0.007
H 6.2116 -5.5263 0.6222 0.000
H 5.3411 -4.8040 -0.7138 0.000
C 1.4328 5.8834 -3.7826 0.011
C 0.9431 4.7196 -2.8693 0.017
C 0.2643 3.4789 -3.5299 0.033
C -1.1330 3.6939 -4.0794 -0.022
C -2.0294 4.3014 -3.0143 0.024
C -1.3976 5.5997 -2.4399 0.038
N 0.0092 5.3841 -1.9038 0.317
O -0.0518 4.6020 -0.7440 0.593
C -1.4223 6.6547 -3.5882 0.006
C -2.3595 6.2009 -1.3890 -0.008
C 2.2963 4.1093 -2.3841 -0.009
H 1.1034 6.8613 -3.4182 -0.008
H 2.5236 6.0049 -3.7763 -0.001
H 1.1163 5.7653 -4.8268 0.000
H 0.1719 2.6946 -2.7657 -0.007
H 0.9089 3.0474 -4.3099 0.003
H -1.0751 4.3177 -4.9763 0.001
H -1.5438 2.7282 -4.4048 0.002
H -3.0135 4.4904 -3.4427 0.002
H -2.1772 3.5649 -2.2065 0.001
H -1.0324 7.6204 -3.2537 -0.003
H -2.4463 6.8200 -3.9518 0.000
H -0.8700 6.3606 -4.4771 0.000
H -2.5402 5.5348 -0.5349 -0.002
H -3.3446 6.3920 -1.8313 0.000
H -1.9856 7.1520 -0.9991 0.001
H 2.9004 4.8119 -1.8061 0.002
H 2.8916 3.8222 -3.2611 0.000
H 2.1674 3.1842 -1.8006 0.000
C -5.5810 2.6383 1.5973 0.025
C -6.5177 1.4871 1.1222 0.018
C -8.0623 1.6733 1.2475 0.024
C -8.6317 1.6157 2.6522 -0.017
C -8.1785 0.3460 3.3519 0.024
C -6.6297 0.2244 3.3201 0.017
N -6.0607 0.2980 1.9116 0.297
O -6.4162 -0.8588 1.2073 0.621
C -6.0732 1.3642 4.2276 0.012
C -6.2137 -1.0601 4.0737 -0.014
C -6.3246 1.5429 -0.4266 -0.006
H -4.7757 2.2757 2.2436 -0.009
H -5.0127 3.0961 0.7774 -0.002
H -6.1228 3.4396 2.1158 0.000
H -8.5493 0.8612 0.6897 -0.001
H -8.3878 2.5996 0.7515 0.002
H -8.3359 2.5167 3.1977 0.001
H -9.7288 1.6385 2.5966 0.002
H -8.5593 0.3468 4.3729 0.002
H -8.6350 -0.5234 2.8494 0.001
H -4.9823 1.3246 4.2973 -0.003
H -6.4723 1.2875 5.2489 0.000
H -6.3519 2.3654 3.9090 0.001
H -6.6104 -1.9776 3.6191 0.000
H -6.5973 -1.0469 5.1010 0.000
H -5.1259 -1.1580 4.1318 0.002
H -5.2969 1.3439 -0.7377 -0.001
H -6.5757 2.5519 -0.7800 0.000
H -7.0006 0.8643 -0.9701 0.000
```

spin multiplicity	4
⟨S²⟩	3.76
charge	+1
E_LUMO (alpha / beta)	-3.6812 / -3.6811	eV
energy	-66303.0313	eV
E_HOMO (alpha / beta)	-10.89 / -11.31	eV

=====

# C37H77BBr14NO7

8 unconnected molecules or ions with the total composition C37H77BBr14NO7 (ωB97M-V/def2-TZVPD, the Open Molecules 2025 dataset).

The geometry in XYZ format:
```
137
Properties=species:S:1:pos:R:3:mulliken_charge:R:1
C 5.4743 2.2272 0.8457 -1.134
C 5.3550 1.8899 -0.6450 0.610
C 5.3371 3.1163 -1.5500 -1.098
C 3.9336 3.6322 -1.8476 -0.471
O 3.1689 2.6634 -2.4723 -0.805
B 1.8853 2.4381 -1.8126 0.827
C 0.8218 3.7601 -1.8510 -0.680
O -0.4063 3.5239 -2.5905 -0.316
C -1.5796 3.9665 -2.0342 -0.645
O -1.9259 3.4388 -0.7806 -0.042
C -3.1264 2.7304 -0.8907 -0.293
C -3.4466 2.0521 0.4224 -0.616
O -4.8356 1.7276 0.4719 0.205
O 2.2597 1.8985 -0.4774 -0.012
C 1.3851 0.9848 0.0407 0.334
C 0.7076 1.7657 1.1738 -0.620
C 1.8348 2.2861 2.0809 -0.238
N 1.3171 2.6591 3.4016 -0.610
C 0.5362 0.6123 -1.2325 2.283
C 0.5448 -0.8517 -1.7329 -2.148
C 1.7763 -1.6964 -1.3362 1.564
C 2.0989 -2.7839 -2.3836 -1.203
C 2.7449 -4.0481 -1.7302 -1.154
C 4.0007 -3.7133 -0.8863 -0.881
C 3.7830 -3.7773 0.6383 -0.804
C 4.3736 -2.5736 1.4101 0.626
C 5.0507 -2.9968 2.7276 -0.305
C 4.5669 -2.2589 3.9748 -1.221
C 3.0654 -2.0998 4.0508 -0.243
O 2.4534 -3.3601 4.0161 -0.359
C 1.0557 -3.2214 3.8979 -0.682
O 1.0743 1.3045 -2.3243 -0.688
H 4.8097 3.0315 1.1417 0.260
H 6.4945 2.4668 1.1313 0.492
H 5.2027 1.3323 1.4036 0.008
H 4.5490 1.1973 -0.8343 -0.499
H 6.2748 1.3474 -0.8777 0.442
H 5.7506 2.8057 -2.5074 0.403
H 5.9779 3.9149 -1.1814 0.356
H 3.4636 4.0899 -0.9755 0.156
H 4.0737 4.4539 -2.5664 0.401
H 1.3589 4.5371 -2.4166 0.156
H 0.6631 4.1742 -0.8547 0.408
H -1.5816 5.0625 -1.9871 0.261
H -2.3638 3.7000 -2.7458 0.361
H -3.9903 3.3684 -1.1087 0.429
H -2.9949 1.9381 -1.6212 0.446
H -3.1593 2.6570 1.2756 -0.084
H -2.8970 1.1181 0.5146 0.307
H -5.0010 1.1934 1.2445 -0.208
H 1.8023 0.1109 0.5449 -0.641
H 0.1983 2.6516 0.8280 -0.310
H -0.0051 1.1753 1.7570 0.615
H 2.2260 3.1731 1.6025 0.033
H 2.6486 1.5602 2.1180 0.164
H 2.0794 2.9437 3.9954 0.248
H 0.8460 1.8493 3.7746 0.229
H -0.5214 0.8475 -1.0575 -0.843
H -0.3391 -1.4181 -1.4222 0.520
H 0.5064 -0.8041 -2.8157 0.449
H 2.6341 -1.0395 -1.2450 -0.212
H 1.5427 -2.1979 -0.4040 -0.153
H 2.8494 -2.3889 -3.0634 0.284
H 1.2211 -3.0986 -2.9397 0.407
H 1.9892 -4.4257 -1.0447 0.457
H 2.9536 -4.7763 -2.5065 0.342
H 4.3924 -2.7557 -1.2042 0.458
H 4.7426 -4.4742 -1.1141 0.653
H 2.7342 -3.8442 0.9026 0.106
H 4.2643 -4.6829 1.0000 0.764
H 3.5832 -1.8467 1.5236 -0.889
H 5.0974 -2.1230 0.7382 0.701
H 4.9214 -4.0678 2.8414 0.515
H 6.1106 -2.7906 2.6136 -0.291
H 4.8411 -2.8724 4.8324 0.360
H 5.0443 -1.2950 4.1184 0.422
H 2.6820 -1.4235 3.2937 0.133
H 2.8490 -1.6182 5.0106 0.479
H 0.7784 -3.1403 2.8511 0.181
H 0.5847 -4.0688 4.3768 0.265
H 0.7284 -2.3115 4.4017 0.338
Br -2.5864 4.4553 2.9550 -0.206
C -4.2815 5.2594 2.4298 0.097
C -5.1783 5.4822 3.6172 -0.605
Br -5.9993 3.8163 4.2094 -0.178
H -4.7211 4.6076 1.6820 -0.464
H -4.0162 6.2075 1.9657 0.464
H -6.0117 6.1306 3.3543 0.374
H -4.6541 5.8977 4.4709 0.429
Br 8.6494 -3.3500 2.8172 -0.155
C 8.1182 -5.2186 2.8290 -0.473
C 8.9401 -6.0346 1.8695 -0.606
Br 8.3746 -5.7428 0.0294 -0.109
H 7.0564 -5.2431 2.6036 0.194
H 8.2776 -5.5543 3.8511 0.419
H 8.7925 -7.0971 2.0505 0.362
H 9.9991 -5.8056 1.9148 0.407
Br -6.9075 5.3337 0.1717 -0.143
C -7.0923 3.5750 -0.6597 -0.146
C -8.5317 3.1883 -0.8671 -0.012
Br -9.3618 2.6193 0.8008 -0.163
H -6.5559 2.8768 -0.0263 -0.053
H -6.5774 3.6635 -1.6146 0.377
H -8.5996 2.3260 -1.5286 0.271
H -9.1397 3.9900 -1.2599 -0.046
Br -12.5572 4.5290 -2.0118 -0.133
C -12.1647 6.0042 -3.2193 -0.549
C -10.8256 5.8259 -3.8806 -0.624
Br -9.3726 6.2494 -2.6584 -0.134
H -12.2299 6.9161 -2.6363 0.369
H -12.9614 5.9902 -3.9595 0.332
H -10.7132 6.5179 -4.7121 0.356
H -10.6591 4.8132 -4.2311 0.368
Br -4.3187 -2.8579 1.0449 -0.115
C -5.9364 -3.0988 2.0946 -0.574
C -6.8930 -1.9460 1.9388 -0.259
Br -6.3350 -0.3977 2.9853 -0.141
H -5.6280 -3.2505 3.1234 0.373
H -6.3796 -4.0152 1.7113 0.338
H -7.8704 -2.2106 2.3362 0.335
H -6.9996 -1.6153 0.9103 0.022
Br 5.5928 -8.6413 -1.8950 -0.112
C 7.1950 -9.4020 -2.6966 -0.590
C 8.3872 -8.5042 -2.5035 -0.317
Br 8.3407 -6.9844 -3.7168 -0.114
H 6.9685 -9.5859 -3.7410 0.380
H 7.3467 -10.3509 -2.1870 0.334
H 9.3064 -9.0339 -2.7447 0.328
H 8.4566 -8.1019 -1.4992 0.070
Br -3.7012 -1.2087 -3.7118 -0.124
C -5.2938 -0.1682 -4.1232 -0.712
C -6.0566 0.2015 -2.8769 0.103
Br -7.0486 -1.3229 -2.1907 -0.154
H -5.8815 -0.7585 -4.8182 0.470
H -4.9308 0.7269 -4.6251 0.382
H -6.8056 0.9604 -3.0975 0.208
H -5.4223 0.5485 -2.0683 -0.207
```

energy relative to the best compared isomer or geometry (same formula, charge and spin)	8.28	kcal/mol
charge	-1
E_LUMO	1.4024	eV
energy	-1036714.3058	eV
E_HOMO	-4.67	eV

=====

Which of these has the lowest charge? C37H77BBr14NO7

=====

The lowest charge belongs to which entry? C37H77BBr14NO7

=====

Look up the energy of the second one. -66303.0313 eV

=====

Which formula does entry 1 have? C37H74BClN4O8P